# 1
Here is a structure of composition C28H24O8P2ReSi from the Open Molecules 2025 dataset. Energies are from the ωB97M-V functional and the def2-TZVPD basis.

Calculated values
frontier orbital gap (alpha / beta)	6.565 / 6.995	eV
LUMO level (alpha / beta)	-1.8271 / -1.7116	eV
energy above the lowest of the compared OMol25 structures with the same formula, charge and spin	19.8	kcal/mol
spin multiplicity	2
highest occupied orbital energy (alpha / beta)	-8.392 / -8.706	eV

```
64
C28H24O8P2ReSi (the ωB97M-V functional and the def2-TZVPD basis)
Re 0.31 2.41 0.45
O 2.82 1.66 -1.59
P 3.19 2.84 -0.59
O 4.62 3.10 -0.52
O 2.38 2.58 0.72
O 2.30 4.06 -1.24
P 1.55 5.17 -0.37
O 0.66 5.87 -1.47
O 2.38 6.01 0.46
O 0.43 4.30 0.44
H 3.61 1.36 -2.05
H 0.93 5.66 -2.37
C -4.64 -0.37 1.20
C -3.33 -0.45 1.72
C -2.40 0.50 1.39
C -2.71 1.57 0.51
C -1.73 2.56 0.12
C -2.17 3.62 -0.65
C -3.51 3.73 -1.10
C -4.41 2.76 -0.78
C -4.03 1.66 0.03
C -4.98 0.66 0.39
H -5.37 -1.13 1.46
H -3.05 -1.25 2.40
H -1.42 0.44 1.83
H -1.49 4.41 -0.94
H -3.80 4.58 -1.70
H -5.44 2.82 -1.12
H -5.99 0.75 -0.01
O 0.52 0.66 0.27
Si 0.90 -1.03 0.14
C -0.07 -1.93 1.44
C -0.77 -3.09 1.10
C -1.43 -3.83 2.07
C -1.41 -3.41 3.40
C -0.72 -2.26 3.75
C -0.05 -1.53 2.78
C 2.69 -1.38 0.43
C 3.02 -2.74 0.36
C 4.32 -3.17 0.58
C 5.31 -2.25 0.90
C 4.99 -0.91 1.01
C 3.69 -0.48 0.78
C 0.31 -1.45 -1.56
C -0.95 -0.99 -1.96
C -1.46 -1.30 -3.21
C -0.71 -2.08 -4.08
C 0.54 -2.54 -3.71
C 1.05 -2.23 -2.45
H -0.81 -3.41 0.07
H -1.97 -4.72 1.80
H -1.93 -3.98 4.15
H -0.70 -1.93 4.78
H 0.49 -0.64 3.08
H 2.26 -3.49 0.14
H 4.56 -4.23 0.51
H 6.32 -2.59 1.08
H 5.75 -0.18 1.27
H 3.46 0.57 0.90
H -1.54 -0.37 -1.29
H -2.43 -0.93 -3.50
H -1.11 -2.33 -5.06
H 1.13 -3.15 -4.39
H 2.04 -2.58 -2.18
```

=====

# 2
Here is a cluster of 2 separate species, C4H9O3 in total from the Open Molecules 2025 dataset. Energies are from the ωB97M-V functional and the def2-TZVPD basis.

Calculated values
frontier orbital gap (alpha / beta)	10.893 / 7.350	eV
LUMO level (alpha / beta)	0.7290 / -2.7406	eV
energy above the lowest of the compared OMol25 structures with the same formula, charge and spin	31.1	kcal/mol
spin multiplicity	2
highest occupied orbital energy (alpha / beta)	-10.164 / -10.091	eV

```
16
C4H9O3 (the ωB97M-V functional and the def2-TZVPD basis)
H 0.50 1.39 -0.17
C -0.59 0.84 -0.04
C -1.40 1.18 -1.33
O -0.33 -0.54 -0.09
C 0.17 -1.03 1.06
O 0.26 -0.46 2.12
C 0.62 -2.42 0.77
H -1.10 1.19 0.88
H -1.78 2.22 -1.41
H -0.75 1.06 -2.23
H -2.33 0.57 -1.41
H 0.19 -2.87 -0.11
H 1.71 -2.45 0.72
H 0.44 -3.05 1.63
O 1.71 2.09 -0.25
H 2.67 2.29 -0.15
```

=====

# 3
Here is a structure of composition C17H29N2Tl from the Open Molecules 2025 dataset. Energies are from the ωB97M-V functional and the def2-TZVPD basis.

Calculated values
frontier orbital gap (alpha / beta)	5.712 / 5.755	eV
LUMO level (alpha / beta)	-9.0001 / -8.9420	eV
spin multiplicity	1
highest occupied orbital energy (alpha / beta)	-14.712 / -14.697	eV
charge	+2

```
49
C17H29N2Tl (the ωB97M-V functional and the def2-TZVPD basis)
C 1.63 2.57 0.08
H 2.00 3.36 0.67
H 2.08 2.09 -0.79
H 2.52 1.74 0.31
C 0.25 2.92 -0.48
H -0.10 2.13 -1.15
H -0.60 3.07 0.21
C 0.30 4.25 -1.29
H -0.69 4.68 -1.60
H 0.85 5.05 -0.76
H 0.82 4.14 -2.25
C -0.50 -2.08 -0.86
C -0.91 -1.02 -1.72
C 0.26 -0.46 -2.29
C 1.40 -1.17 -1.81
C 0.92 -2.17 -0.90
C 1.76 -3.12 -0.14
C 2.80 -0.95 -2.22
C 0.30 0.59 -3.33
C -2.31 -0.78 -2.14
C -1.41 -3.01 -0.17
Tl 1.22 0.15 1.38
H 3.51 -1.26 -1.44
H 3.04 -1.57 -3.10
H 3.00 0.09 -2.51
H 2.79 -2.77 -0.01
H 1.32 -3.44 0.82
H 1.91 -4.03 -0.73
H -2.39 -2.58 0.03
H -1.62 -3.87 -0.82
H -0.99 -3.43 0.75
H -2.44 0.22 -2.57
H -2.71 -1.52 -2.85
H -2.96 -0.81 -1.26
H 0.96 1.39 -2.98
H 0.69 0.27 -4.31
H -0.67 1.05 -3.48
C -1.57 1.82 3.24
C -1.44 0.38 3.56
N -0.81 -0.48 2.75
C -0.65 -1.70 3.43
C -1.33 -1.57 4.62
N -1.79 -0.25 4.72
H -2.62 2.16 3.26
H -0.95 2.42 3.92
H -1.19 1.93 2.20
H -0.04 -2.50 3.02
H -1.54 -2.24 5.44
H -2.08 0.27 5.55
```

=====

# 4
Here is a cluster of 5 separate species, C20H28ClN5OP2 in total from the Open Molecules 2025 dataset. Energies are from the ωB97M-V functional and the def2-TZVPD basis.

Calculated values
SMILES	C=CP(CC(=O)Cl)[PH2]=N.c1cc[nH]c1.c1cc[nH]c1.c1cc[nH]c1.c1cc[nH]c1
frontier orbital gap	6.841	eV
LUMO level	-1.3218	eV
energy above the lowest of the compared OMol25 structures with the same formula, charge and spin	69.9	kcal/mol
spin multiplicity	1
highest occupied orbital energy	-8.163	eV

```
57
C20H28ClN5OP2 (the ωB97M-V functional and the def2-TZVPD basis)
C -0.92 2.16 -1.48
C -0.29 2.48 -0.15
P 1.64 2.74 -0.21
C 2.26 2.86 1.59
C 2.94 1.51 2.20
O 2.16 0.63 2.87
Cl 4.77 1.08 2.11
P 2.39 0.99 -1.27
N 4.01 0.87 -1.23
H -1.63 2.93 -2.04
H -0.68 1.15 -2.06
H -0.85 2.54 0.87
H 1.31 3.10 2.27
H 2.96 3.82 1.69
H 1.75 -0.22 -0.75
H 1.99 1.14 -2.66
H 4.32 1.69 -0.65
C -1.16 -1.05 1.79
C -2.23 -1.89 2.20
C -1.79 -2.63 3.27
N -0.49 -2.29 3.51
C -0.10 -1.32 2.62
H -1.17 -0.34 0.98
H -3.22 -1.93 1.76
H -2.29 -3.38 3.87
H 0.10 -2.68 4.24
H 0.90 -0.91 2.66
C -5.88 0.04 -1.28
C -4.72 -0.15 -0.48
C -4.09 -1.28 -0.94
N -4.82 -1.78 -1.99
C -5.91 -0.98 -2.21
H -6.61 0.84 -1.19
H -4.39 0.47 0.34
H -3.18 -1.77 -0.62
H -4.59 -2.61 -2.52
H -6.61 -1.20 -3.00
C 8.49 2.22 5.88
C 9.52 2.06 4.92
C 8.91 1.82 3.70
N 7.55 1.84 3.90
C 7.29 2.09 5.22
H 8.61 2.42 6.93
H 10.58 2.10 5.10
H 9.33 1.65 2.72
H 6.86 1.69 3.18
H 6.27 2.14 5.58
C -5.33 -3.53 -6.50
C -4.76 -2.51 -7.31
C -4.43 -1.46 -6.48
N -4.79 -1.80 -5.20
C -5.33 -3.06 -5.20
H -5.70 -4.49 -6.82
H -4.61 -2.55 -8.38
H -3.98 -0.50 -6.70
H -4.66 -1.22 -4.39
H -5.67 -3.52 -4.28
```